No. 1
{
  "formula": "CHN3O4",
  "method": "the ωB97M-V functional and the def2-TZVPD basis",
  "species": ["C", "N", "N", "N", "O", "O", "O", "O", "H"],
  "coordinates": [[0.2647, -0.5314, 1.9309], [0.6417, -0.9730, 0.8830], [0.3420, -0.9055, -0.4477], [-0.7095, 1.1147, -1.1272], [0.1278, -0.2289, 3.0369], [-1.6333, 0.5970, -0.6289], [-0.5533, 2.1248, -1.6914], [0.5659, 0.3536, -1.0083], [0.9540, -1.5514, -0.9474]],
  "smiles": "O=C=NNO[N+](=O)[O-]",
  "gap_ha": 0.376,
  "e_tot_ev": -13706.62294,
  "de_lowest_kcal_mol": 4.5,
  "homo_energy_ev": -9.97
}

=====

No. 2
{
  "formula": "C29H22O2",
  "method": "the ωB97M-V functional and the def2-TZVPD basis",
  "species": ["C", "C", "C", "C", "C", "C", "C", "C", "C", "C", "O", "O", "H", "H", "H", "H", "H", "H", "H", "H", "H", "C", "C", "C", "C", "C", "C", "C", "C", "C", "C", "C", "C", "C", "C", "C", "C", "C", "C", "C", "H", "H", "H", "H", "H", "H", "H", "H", "H", "H", "H", "H", "H"],
  "coordinates": [[2.1530, -2.4537, -1.8872], [1.3742, -1.1476, -1.8580], [-0.0329, -1.2735, -1.6567], [-0.9869, -0.2538, -1.9807], [-2.4051, -0.7581, -2.1906], [-2.7421, -2.1042, -2.4157], [-4.0807, -2.5181, -2.4584], [-5.1081, -1.5767, -2.3090], [-4.7803, -0.2197, -2.1797], [-3.4457, 0.1818, -2.1451], [-0.7292, 0.9579, -2.0790], [1.9758, -0.0725, -1.9859], [1.5139, -3.3186, -2.1110], [2.9329, -2.3808, -2.6535], [2.6406, -2.5817, -0.9115], [-0.3953, -2.2335, -1.2948], [-1.9368, -2.8279, -2.5434], [-4.3066, -3.5770, -2.6056], [-6.1501, -1.8965, -2.3284], [-5.5614, 0.5339, -2.0964], [-3.1969, 1.2380, -2.0542], [0.9883, 0.5291, 0.9459], [1.8446, -0.5754, 1.2902], [1.3320, -1.8757, 1.5128], [2.1525, -2.9192, 1.9401], [3.5103, -2.6802, 2.1966], [4.0434, -1.4018, 1.9788], [3.2281, -0.3775, 1.5069], [1.3919, 1.7456, 0.2775], [0.3712, 2.7317, 0.5003], [0.5818, 4.0794, 0.2561], [1.7953, 4.4621, -0.3248], [2.7622, 3.4910, -0.6472], [2.5753, 2.1402, -0.3366], [-0.6869, 2.1150, 1.2805], [-0.3077, 0.7555, 1.5432], [-1.0236, 0.0268, 2.4915], [-2.1308, 0.6305, 3.1042], [-2.4725, 1.9740, 2.8617], [-1.7261, 2.7365, 1.9547], [0.2736, -2.0538, 1.3312], [1.7245, -3.9186, 2.0876], [4.1537, -3.5013, 2.5190], [5.1000, -1.2031, 2.1888], [3.6516, 0.6106, 1.3465], [-0.2021, 4.7865, 0.5354], [1.9767, 5.5088, -0.5596], [3.6938, 3.7818, -1.1315], [3.3257, 1.3943, -0.5828], [-0.6777, -0.9683, 2.7640], [-2.7263, 0.0452, 3.8047], [-3.3327, 2.4228, 3.3565], [-1.9227, 3.7901, 1.7526]],
  "gap_ha": 0.150,
  "e_tot_ev": -34522.45403,
  "homo_energy_ev": -6.82
}

=====

No. 3
{
  "formula": "C15H22N2O3S",
  "method": "the ωB97M-V functional and the def2-TZVPD basis",
  "species": ["C", "H", "O", "C", "C", "C", "C", "C", "C", "C", "O", "N", "H", "C", "H", "C", "N", "C", "C", "H", "O", "C", "C", "H", "H", "H", "H", "H", "H", "H", "H", "H", "H", "H", "H", "S", "C", "H", "H", "H", "H", "H", "H"],
  "coordinates": [[-1.8119, 3.8976, -2.4591], [-0.9160, 4.5258, -2.5069], [-1.6828, 2.8860, -1.4901], [-0.7381, 1.9371, -1.6566], [0.2009, 1.9347, -2.6785], [1.1662, 0.9342, -2.7563], [1.2054, -0.0755, -1.8075], [0.2721, -0.0699, -0.7854], [-0.6987, 0.9147, -0.6901], [-1.7339, 0.8359, 0.3863], [-2.9272, 0.9055, 0.1854], [-1.1954, 0.6791, 1.6256], [-0.2128, 0.4623, 1.6915], [-1.9918, 0.2461, 2.7475], [-1.6179, 0.7242, 3.6562], [-1.9480, -1.2843, 2.8637], [-0.5729, -1.7572, 2.8195], [0.1143, -1.6286, 4.0939], [1.5827, -2.0123, 3.9078], [2.1144, -1.9822, 4.8602], [1.7149, -3.3267, 3.4223], [1.0263, -3.4738, 2.2037], [-0.4559, -3.1282, 2.3522], [-0.9493, -3.2177, 1.3819], [-0.9230, -3.8399, 3.0551], [1.1518, -4.5152, 1.9030], [1.4755, -2.8172, 1.4420], [2.0531, -1.3071, 3.2045], [0.0526, -0.5951, 4.4376], [-0.3370, -2.2839, 4.8602], [-2.4735, -1.6094, 3.7759], [-2.4714, -1.6999, 1.9997], [-3.0183, 0.5699, 2.5667], [0.2853, -0.8708, -0.0589], [1.9386, -0.8635, -1.8515], [2.2891, 1.0649, -4.1123], [3.4036, -0.3524, -3.9027], [2.8425, -1.2799, -3.9703], [4.1121, -0.2901, -4.7229], [3.9289, -0.2747, -2.9554], [0.2067, 2.7023, -3.4357], [-2.6594, 4.5008, -2.1384], [-2.0181, 3.4813, -3.4500]],
  "smiles": "COc1cc(SC)ccc1C(=O)NCCN1CCOCC1",
  "gap_ha": 0.324,
  "e_tot_ev": -35869.60752,
  "de_lowest_kcal_mol": 45.6,
  "homo_energy_ev": -8.11
}